## 1
Formula: C4H14NO3
Source: the OMol25 dataset
Level of theory: ωB97M-V with the def2-TZVPD basis set

Orbital gap in eV: 10.807
Molecular weight in g/mol: 124.16
Charge: +1
E_HOMO in eV: -13.90

Geometry as XYZ:
```
22
C4H14NO3 | the OMol25 dataset | ωB97M-V with the def2-TZVPD basis set
O -1.995 -2.112 -0.090
C -1.862 -1.220 -0.801
C -0.616 -0.369 -0.823
N 0.551 -0.752 0.159
C 0.265 -1.149 1.541
C 0.238 0.011 2.563
H -2.794 -0.868 -1.244
H -0.180 -0.104 -1.849
H -1.136 0.570 -0.437
H 1.169 0.100 0.138
H 1.029 -1.500 -0.307
H 0.976 -2.036 1.772
H -0.682 -1.856 1.488
H -0.317 0.807 2.061
H 1.228 0.251 2.903
H -0.216 -0.304 3.482
H -0.022 3.853 -0.292
H 0.790 3.545 -1.430
O 0.813 3.392 -0.547
H 1.713 1.826 -1.559
H 2.179 0.544 -2.462
O 1.714 0.820 -1.645
```

=====

## 2
Formula: C4H14NO3
Source: the OMol25 dataset
Level of theory: ωB97M-V with the def2-TZVPD basis set

Orbital gap in eV: 10.920
Molecular weight in g/mol: 124.16
Charge: +1
E_HOMO in eV: -13.91

Geometry as XYZ:
```
22
C4H14NO3 | the OMol25 dataset | ωB97M-V with the def2-TZVPD basis set
C -1.355 0.967 0.093
O -1.735 2.258 0.161
C 0.133 0.635 0.672
C -0.076 -0.590 1.399
C 1.249 -1.483 1.610
O 1.532 -2.309 0.437
N 0.961 0.510 -0.747
H -1.582 0.645 -0.979
H -2.200 0.330 0.597
H -1.872 2.585 1.053
H 0.716 1.447 1.218
H -0.897 -1.249 0.869
H -0.395 -0.352 2.411
H 1.099 -2.141 2.492
H 2.290 -0.928 1.813
H 0.973 -3.099 0.460
H 0.384 0.302 -1.574
H 1.295 1.426 -0.981
H 1.772 -0.142 -0.865
H -0.751 0.745 -3.460
H -0.632 -0.657 -3.130
O -0.627 0.094 -2.765
```

=====

The most stable arrangement is 1, and the next structure is 10.5 kcal/mol less stable.

=====

## 1
Formula: C2H3NS
Source: the OMol25 dataset
Level of theory: ωB97M-V with the def2-TZVPD basis set

Orbital gap in eV: 9.902
Molecular weight in g/mol: 73.12
Charge: 0
E_HOMO in eV: -9.31
SMILES string: [H]/N=C1/CS1

Geometry as XYZ:
```
7
C2H3NS | the OMol25 dataset | ωB97M-V with the def2-TZVPD basis set
C 0.432 0.391 -0.005
C -0.729 -0.344 0.352
N 1.520 0.584 -0.792
S -0.203 1.156 1.457
H -1.569 -0.230 -0.175
H -0.611 -1.228 0.845
H 2.066 1.413 -0.726
```

=====

## 2
Formula: C2H3NS
Source: the OMol25 dataset
Level of theory: ωB97M-V with the def2-TZVPD basis set

Orbital gap (spin up / spin down) in eV: 7.936 / 7.936
Molecular weight in g/mol: 73.12
Charge: 0
E_HOMO (spin up / spin down) in eV: -8.53 / -8.53

Geometry as XYZ:
```
7
C2H3NS | the OMol25 dataset | ωB97M-V with the def2-TZVPD basis set
C -1.001 -0.102 -0.849
C 0.950 -0.274 1.015
N -1.656 0.531 -1.638
S 2.024 -0.218 2.356
H 0.597 -1.294 0.940
H 1.400 0.515 0.435
H -2.315 0.841 -2.259
```

=====

## 3
Formula: C2H3NS
Source: the OMol25 dataset
Level of theory: ωB97M-V with the def2-TZVPD basis set

Orbital gap (spin up / spin down) in eV: 5.903 / 5.906
Molecular weight in g/mol: 73.12
Charge: 0
E_HOMO (spin up / spin down) in eV: -9.08 / -9.09

Geometry as XYZ:
```
7
C2H3NS | the OMol25 dataset | ωB97M-V with the def2-TZVPD basis set
C -3.005 -0.885 -0.031
C -1.832 -0.901 0.162
N 1.919 0.014 -0.065
S 1.309 -1.523 0.022
H -3.861 -0.327 -0.380
H 2.478 0.127 -0.900
H 2.304 0.241 0.831
```

=====

The most stable arrangement is 1, and the next structure is 37.5 kcal/mol less stable.

=====

## 1
Formula: CF2O3S
Source: the OMol25 dataset
Level of theory: ωB97M-V with the def2-TZVPD basis set

Orbital gap in eV: 10.906
Molecular weight in g/mol: 130.07
Charge: 0
E_HOMO in eV: -11.61

Geometry as XYZ:
```
7
CF2O3S | the OMol25 dataset | ωB97M-V with the def2-TZVPD basis set
C 1.503 0.064 -0.119
O 0.437 -0.136 -0.540
O -2.443 1.041 -0.253
O -1.600 -0.990 0.833
F 2.460 -0.747 -0.214
F 1.851 1.130 0.603
S -2.208 -0.362 -0.309
```

=====

## 2
Formula: CF2O3S
Source: the OMol25 dataset
Level of theory: ωB97M-V with the def2-TZVPD basis set

Orbital gap in eV: 11.597
Molecular weight in g/mol: 130.07
Charge: 0
E_HOMO in eV: -12.46
SMILES string: O=C(F)S(=O)(=O)F

Geometry as XYZ:
```
7
CF2O3S | the OMol25 dataset | ωB97M-V with the def2-TZVPD basis set
C -1.095 -0.055 -0.011
O -1.645 -1.073 0.122
O 1.159 -0.704 1.276
O 1.446 1.449 -0.067
F -1.646 1.108 -0.295
F 1.017 -0.796 -1.190
S 0.764 0.072 0.165
```

=====

The most stable arrangement is 1, and the next structure is 30.1 kcal/mol less stable.

=====

## 1
Formula: ClFH2Si
Source: the OMol25 dataset
Level of theory: ωB97M-V with the def2-TZVPD basis set

Orbital gap (spin up / spin down) in eV: 8.699 / 9.626
Molecular weight in g/mol: 84.55
Charge: 0
E_HOMO (spin up / spin down) in eV: -9.10 / -11.32

Geometry as XYZ:
```
5
ClFH2Si | the OMol25 dataset | ωB97M-V with the def2-TZVPD basis set
F -1.612 -1.145 1.879
Si -0.677 0.114 1.424
Cl 0.212 0.794 3.121
H -1.767 0.929 1.091
H 1.350 -1.382 -0.751
```

=====

## 2
Formula: ClFH2Si
Source: the OMol25 dataset
Level of theory: ωB97M-V with the def2-TZVPD basis set

Orbital gap in eV: 8.388
Molecular weight in g/mol: 84.55
Charge: 0
E_HOMO in eV: -9.10

Geometry as XYZ:
```
5
ClFH2Si | the OMol25 dataset | ωB97M-V with the def2-TZVPD basis set
F -1.724 -1.230 -1.229
Si -0.825 0.125 -0.963
Cl 2.483 0.450 1.348
H -2.022 1.104 -1.438
H 2.088 -0.450 2.283
```

=====

The most stable arrangement is 2, and the next structure is 26.8 kcal/mol less stable.

=====

## 1
Formula: C4H6O2S2
Source: the OMol25 dataset
Level of theory: ωB97M-V with the def2-TZVPD basis set

Orbital gap in eV: 9.753
Molecular weight in g/mol: 150.22
Charge: 0
E_HOMO in eV: -9.18

Geometry as XYZ:
```
14
C4H6O2S2 | the OMol25 dataset | ωB97M-V with the def2-TZVPD basis set
C -0.982 -0.643 -0.865
C 0.091 -0.584 0.280
C 1.411 -1.298 -0.149
C 0.673 0.811 0.283
H -3.065 -0.671 0.207
H -0.476 -0.221 -1.759
H -1.163 -1.729 -1.037
H -0.951 -0.319 1.919
H 1.298 -1.992 -1.027
H 1.821 -1.852 0.710
O -0.479 -1.089 1.436
O 0.213 1.849 0.676
S -2.388 0.354 -0.395
S 2.232 0.334 -0.431
```

=====

## 2
Formula: C4H6O2S2
Source: the OMol25 dataset
Level of theory: ωB97M-V with the def2-TZVPD basis set

Orbital gap in eV: 9.883
Molecular weight in g/mol: 150.22
Charge: 0
E_HOMO in eV: -9.63

Geometry as XYZ:
```
14
C4H6O2S2 | the OMol25 dataset | ωB97M-V with the def2-TZVPD basis set
C 0.738 -0.266 -0.963
C 0.562 -1.565 -1.068
C -0.858 0.781 1.925
C -1.684 0.035 1.246
O 3.030 0.261 0.090
O -0.661 -0.324 -3.366
S 1.802 0.998 -0.188
S -0.761 -0.567 -1.942
H 0.874 -2.519 -0.830
H 2.034 1.599 -1.486
H -0.680 1.786 1.833
H -0.319 0.283 2.721
H -1.883 -1.013 1.505
H -2.193 0.510 0.523
```

=====

## 3
Formula: C4H6O2S2
Source: the OMol25 dataset
Level of theory: ωB97M-V with the def2-TZVPD basis set

Orbital gap (spin up / spin down) in eV: 6.650 / 8.033
Molecular weight in g/mol: 150.22
Charge: 0
E_HOMO (spin up / spin down) in eV: -7.83 / -8.35

Geometry as XYZ:
```
14
C4H6O2S2 | the OMol25 dataset | ωB97M-V with the def2-TZVPD basis set
C -0.202 0.615 1.301
C -2.309 -0.586 -0.806
C 1.481 0.178 -0.409
C 0.851 -0.314 0.932
O -0.351 1.584 1.995
O 1.944 -0.363 1.876
S -2.951 -2.059 -0.804
S -2.554 0.788 -1.767
H 2.548 -0.173 -0.505
H 1.029 -0.236 -1.387
H 1.431 1.157 -0.661
H 0.442 -1.335 0.590
H 2.061 0.448 2.312
H -3.419 0.295 -2.668
```

=====

The most stable arrangement is 1, and the next structure is 94.9 kcal/mol less stable.